The following is a quantum chemistry calculation of a cluster of 6 separate species, CH13O5S in total, from OMol25.

## Properties
LUMO level in Eh: 0.124
HOMO energy in eV: -3.92
Largest force on an atom in eV/Å: 0.9
DFT total energy in Eh: -820.35880
Total charge: -1

Positions of all 20 atoms, in Å:
C -0.20 -2.34 1.85
S 0.92 -0.99 1.30
H 0.06 -3.35 1.54
H -1.23 -2.14 1.53
H -0.23 -2.32 2.94
H 1.59 1.34 0.90
H 0.29 2.07 1.01
O 1.23 2.24 0.86
H -2.36 0.38 1.14
H -0.89 0.24 0.86
O -1.62 0.92 0.84
H -0.02 -2.03 -2.17
H -0.05 -1.29 -0.82
O -0.15 -1.15 -1.79
H -1.77 0.17 -2.31
H -2.16 0.95 -1.10
O -2.36 0.89 -2.04
H 1.23 1.76 -1.17
H 1.14 0.58 -2.08
O 1.73 1.32 -1.88